(1)
6
Properties=species:S:1:pos:R:3:forces:R:3 method="wB97M-V/def2-TZVPD" lumo_ev=1.07 homo_energy_ha=-0.42675 homo_lumo_gap_ev=12.6868
O -3.77709 -1.67485 0.30940 0.506 0.754 -0.957
H -3.96870 -2.60041 0.43732 -0.298 0.025 0.745
H -3.98287 -1.08875 1.04291 -0.207 -0.778 0.212
O 4.23953 2.02818 -0.55167 -0.445 -0.066 0.015
H 3.30451 2.23012 -0.43039 0.090 0.346 0.090
H 4.18463 1.10572 -0.80756 0.354 -0.281 -0.105

(2)
36
Properties=species:S:1:pos:R:3:forces:R:3 method="wB97M-V/def2-TZVPD" lumo_ev="-2.86 / -6.43" homo_energy_ha="-0.37859 / -0.44371" homo_lumo_gap_ev="7.4460 / 5.6411" total_charge=+1 s2=6.0171 spin_multiplicity=5
Rh 0.58835 0.71166 0.94245 0.288 -0.055 -0.002
N 0.89756 0.27768 3.39077 -0.049 -0.057 -0.056
N 0.25756 -0.91221 3.73720 -0.065 -0.027 0.046
C -0.22724 -1.74718 2.79134 0.044 -0.010 0.143
N -0.70194 -2.91737 3.20353 0.122 0.112 0.179
N -0.19212 -1.29020 1.53575 -0.102 -0.095 -0.101
N -0.55726 -2.13606 0.50568 0.015 0.499 0.065
O -0.38100 -1.66771 -0.59943 -0.014 -0.201 0.012
O -1.02965 -3.23337 0.72760 -0.095 -0.308 -0.298
H 1.90246 0.20812 3.51664 -0.006 0.005 0.026
H 0.51843 1.05009 3.92452 -0.006 -0.024 -0.007
H 0.30014 -1.23324 4.69263 0.027 -0.016 -0.027
H -0.61206 -3.18602 4.16801 -0.005 -0.024 0.009
H -1.03937 -3.57142 2.51314 -0.008 0.044 0.033
Se -1.08913 5.39414 0.97000 0.052 -0.192 0.033
C -0.60536 3.68499 1.29875 0.059 0.063 0.147
N -0.28652 2.59333 1.52072 -0.296 0.307 -0.168
F 3.14306 -0.50466 1.60885 -0.049 -0.039 0.006
C 2.72804 0.73740 1.15443 0.241 0.076 -0.066
F 3.10813 1.62559 2.14875 -0.048 0.002 0.001
H 3.33675 0.97343 0.27490 -0.065 -0.021 0.043
C -1.25153 -0.27661 -4.06357 -0.053 -0.035 -0.027
N -0.27070 0.32938 -3.17448 -0.006 0.062 0.054
C 1.11618 0.36757 -3.61668 0.070 0.012 -0.003
C -0.59494 0.77340 -1.96491 0.024 0.032 0.016
C -2.03892 0.72206 -1.55296 -0.035 0.047 0.031
O 0.27508 1.25542 -1.20459 -0.037 -0.078 0.007
H -0.72589 -0.69039 -4.91904 -0.019 0.004 -0.005
H -1.97004 0.46094 -4.42303 -0.023 -0.032 -0.008
H -1.77933 -1.08970 -3.56706 -0.018 -0.002 -0.032
H 1.14216 0.60525 -4.67814 0.016 0.006 0.006
H 1.59426 -0.59996 -3.45352 0.020 0.007 -0.008
H 1.65004 1.13045 -3.05990 0.017 -0.030 -0.015
H -2.63702 1.36702 -2.19873 -0.018 -0.004 -0.007
H -2.12426 1.07370 -0.52657 0.007 -0.006 -0.029
H -2.44393 -0.28553 -1.62301 0.015 -0.024 0.001

(3)
66
Properties=species:S:1:pos:R:3:forces:R:3 method="wB97M-V/def2-TZVPD" lumo_ev=-3.96 homo_energy_ha=-0.34892 homo_lumo_gap_ev=5.5356 total_charge=+1
F 7.95710 6.14290 -0.04293 -3.527 -1.130 0.222
C 6.50604 5.73270 0.02532 0.297 1.132 -0.670
C 6.26008 4.45555 -0.98184 0.419 0.598 0.421
C 5.49163 3.25591 -0.13983 2.319 0.548 0.355
S 3.99984 2.63387 -1.08948 -0.286 -0.354 -0.285
C 2.39905 3.43803 -0.54281 -1.419 1.222 0.926
C 2.57149 4.85080 0.27194 -1.318 0.632 -0.294
C 2.40780 6.19444 -0.71014 -0.584 0.992 0.582
F 3.59473 6.43216 -1.57009 -3.952 -0.607 2.619
F 1.18531 6.10791 -1.58211 4.387 0.341 2.849
F 2.21829 7.34024 0.23619 0.775 -3.544 -3.654
H 6.21469 5.53673 1.14372 0.985 0.138 -2.101
H 5.85596 6.66204 -0.32775 1.684 -1.925 0.666
H 5.60143 4.77589 -1.91316 1.507 -0.545 2.052
H 7.33976 4.12623 -1.36551 -2.528 0.511 0.910
H 6.24348 2.33682 -0.01740 -2.046 1.748 -0.480
H 5.24758 3.58891 0.98028 -0.039 -0.794 -2.689
H 4.14428 3.03517 -2.45659 0.054 0.100 1.924
H 1.84472 2.68417 0.19452 1.531 1.354 -1.829
H 1.72724 3.60342 -1.49787 1.487 -0.467 1.877
H 1.64147 4.91806 1.01648 2.022 -0.038 -1.760
H 3.52527 4.92527 0.94629 -1.770 0.024 -1.618
C -0.09853 -2.56630 0.97974 0.079 -0.099 0.017
C 0.08962 -1.79208 -0.32189 0.027 -0.024 0.215
N 1.45187 -1.29468 -0.52438 0.325 0.635 -0.111
C 1.55806 -0.32241 -1.61808 -0.310 -0.183 0.273
C 1.25317 -0.81356 -3.03073 0.148 0.094 -0.364
C 2.52403 -2.29197 -0.47476 -0.146 -0.189 0.411
C 2.45025 -3.45769 -1.45542 0.199 -0.207 -0.192
H 0.21422 -1.97253 1.84500 0.024 -0.065 -0.140
H -1.15700 -2.81841 1.11234 0.165 0.048 -0.080
H 0.46059 -3.50720 0.98052 -0.061 0.116 0.038
H -0.59586 -0.93599 -0.27995 0.243 0.045 -0.194
H -0.24185 -2.41782 -1.15641 -0.112 -0.083 -0.082
H 2.55732 0.12860 -1.61053 0.122 -0.253 0.115
H 0.87653 0.50997 -1.39699 -0.145 -0.134 0.119
H 2.06789 -1.42213 -3.43067 -0.174 0.000 0.055
H 1.14164 0.04579 -3.70186 -0.027 -0.084 0.038
H 0.32584 -1.38858 -3.08329 0.109 0.055 0.051
H 2.55879 -2.70518 0.54172 -0.162 0.126 -0.128
H 3.49370 -1.79445 -0.59192 -0.192 0.197 -0.074
H 1.44737 -3.88586 -1.52772 0.069 0.070 0.025
H 3.12123 -4.25690 -1.12371 -0.085 0.083 -0.034
H 2.77795 -3.16381 -2.45421 -0.136 -0.091 0.027
C -6.08004 -0.42399 0.66785 -0.125 -0.020 -0.016
C -5.09131 -1.55827 0.92257 -0.207 0.041 0.252
N -5.38993 -2.34771 2.11911 0.271 -0.140 0.303
C -4.29451 -3.24059 2.51355 0.029 0.315 0.004
C -3.92056 -4.36574 1.55231 0.108 -0.349 0.015
C -6.72871 -2.93831 2.19301 -0.170 0.438 -0.037
C -7.15015 -3.87608 1.06650 -0.189 -0.294 -0.071
H -6.16293 0.23502 1.53842 -0.007 -0.162 -0.065
H -5.73941 0.18253 -0.17926 -0.032 -0.132 0.107
H -7.07712 -0.79913 0.41680 0.106 0.073 0.058
H -4.10456 -1.09338 1.04392 -0.003 -0.279 0.165
H -5.03402 -2.18496 0.02712 0.034 -0.038 -0.225
H -4.51304 -3.67541 3.49599 -0.193 0.114 -0.127
H -3.39934 -2.62528 2.67562 -0.153 0.112 -0.085
H -4.65238 -5.17687 1.57676 0.088 0.113 -0.110
H -2.95879 -4.79861 1.85057 -0.090 0.042 -0.022
H -3.81435 -4.01852 0.52202 -0.051 -0.004 0.045
H -7.45969 -2.12095 2.24564 0.205 -0.014 -0.060
H -6.84677 -3.46143 3.14901 0.301 0.091 -0.065
H -6.88684 -3.49301 0.07743 0.012 -0.003 0.074
H -8.23739 -4.00458 1.08591 0.106 0.016 -0.010
H -6.71218 -4.86877 1.18512 0.001 0.087 -0.139

(4)
17
Properties=species:S:1:pos:R:3:forces:R:3 method="wB97M-V/def2-TZVPD" lumo_ev="-4.85 / -5.71" homo_energy_ha="-0.45418 / -0.40803" homo_lumo_gap_ev="7.5056 / 5.3971" total_charge=+1 s2=6.0168 spin_multiplicity=5
O -0.34364 -1.41003 -2.32864 3.183 -0.805 0.592
C 0.85911 -1.51943 -1.98168 -3.866 1.995 0.742
C 1.86832 -0.46420 -2.30004 0.674 -0.454 -0.791
H 1.07066 -2.16369 -1.10136 0.328 -0.456 -0.688
H 2.16947 0.03076 -1.36398 -0.141 -0.187 -0.198
H 2.77402 -0.93525 -2.71791 -0.151 0.222 0.192
H 1.49394 0.27129 -3.02283 -0.047 -0.291 0.291
O -1.19067 0.18723 0.27978 -1.642 -2.376 -3.329
O -2.08412 -1.71710 1.00437 -0.337 -0.166 -4.862
C -0.61671 0.47622 1.62061 0.436 0.117 0.851
C -0.69647 1.98131 1.80611 -0.035 0.255 -0.258
C -1.82282 -0.96700 0.00506 1.852 2.306 4.914
H 0.44617 0.19215 1.53387 -0.215 0.069 -0.225
H -0.15420 2.26545 2.72150 -0.100 -0.139 -0.261
H -0.24283 2.53468 0.96292 -0.166 -0.183 0.336
H -1.73246 2.33586 1.91761 0.270 -0.082 -0.055
Ho -1.79779 -1.09824 2.96460 -0.042 0.176 2.750

| no. | DFT total energy (eV) | largest force on an atom (hartree/bohr) |
| --- | --- | --- |
| 1 | -4159.63928 | 0.0256 |
| 2 | -97852.98390 | 0.0098 |
| 3 | -44004.13692 | 0.1019 |
| 4 | -37242.37595 | 0.1115 |